7
Properties=species:S:1:pos:R:3 method="wB97M-V/def2-TZVPD" total_charge=+1 homo_ha="-0.478 / -0.620" s_squared=8.78 multiplicity=6 max_force_ev_per_a=8.38 total_energy_ev=-9692.24115 de_lowest_kj_mol=226.76 lumo_ev="-5.46 / -8.72"
C -0.0502 0.2029 0.2385
C 0.9145 -0.6591 0.1144
O -0.4474 1.3644 -0.0654
H 0.6495 -1.6954 -0.1123
H -1.8641 1.0076 -0.2666
Ir 2.8486 -0.0343 0.1565
F -2.0509 -0.1860 -0.0651

=====

23
Properties=species:S:1:pos:R:3 method="wB97M-V/def2-TZVPD" total_charge=-2 homo_ha=-0.020 max_force_ev_per_a=5.20 total_energy_ev=-94788.96619 de_lowest_kj_mol=381.22 lumo_ev=3.42
Zn 10.9493 -9.9371 -4.4981
S 9.5512 -7.9112 -6.5578
O 8.6364 -8.2736 -7.6608
O 8.9076 -6.8848 -5.7652
O 9.7906 -9.1387 -5.7957
O 10.7996 -7.4473 -7.1555
S 13.0766 -11.7958 -6.3186
O 13.4330 -11.2320 -7.6235
O 14.2695 -12.1822 -5.5752
O 12.2306 -10.8471 -5.5665
O 12.3045 -12.9952 -6.5811
O 9.5687 -11.4896 -4.3709
H 8.6308 -11.6464 -4.4799
H 9.9511 -12.3639 -4.2960
O 12.0926 -8.3414 -4.4442
H 11.7584 -7.5129 -4.1005
H 12.9073 -8.1059 -4.8881
O 11.9833 -10.7968 -2.9166
H 11.4652 -11.4117 -2.3972
H 12.8807 -10.9169 -2.6060
O 9.7265 -9.0217 -3.1421
H 9.8004 -8.6993 -2.2438
H 8.7868 -9.1448 -3.2764

=====

79
Properties=species:S:1:pos:R:3 method="wB97M-V/def2-TZVPD" total_charge=+4 homo_ha="-0.689 / -0.689" s_squared=0.77 multiplicity=2 max_force_ev_per_a=4.10 total_energy_ev=-60699.19135 lumo_ev="-12.24 / -14.57"
Ir 0.3132 -0.0086 -0.0976
C -1.5766 3.6305 1.8996
C -1.1193 2.5529 0.9769
N -0.9774 1.3117 1.2590
N -1.1772 0.8507 2.5337
C -1.0276 -0.4598 2.7750
N -1.2289 -0.9407 3.9792
S -0.6607 -1.5273 1.4844
C -0.7715 2.8734 -0.4189
C -1.0904 4.0872 -0.9945
C -0.8291 4.2959 -2.3452
C -0.2671 3.2694 -3.0792
C 0.0426 2.0822 -2.4297
N -0.1832 1.8869 -1.1312
H -1.5387 3.3594 2.9517
H -2.6082 3.9099 1.6669
H -0.9588 4.5204 1.7774
H -1.4513 1.4927 3.2665
H -1.5660 -0.3829 4.7542
H -1.0667 -1.9215 4.1643
H -1.5559 4.8669 -0.4070
H -1.0746 5.2422 -2.8103
H -0.0573 3.3797 -4.1346
H 0.4968 1.2697 -2.9719
C 3.0743 -2.3568 0.3252
C 3.7994 -1.1399 -0.1834
C 5.1206 -0.9176 0.1860
C 5.8360 0.1601 -0.3136
C 5.2440 1.0256 -1.2174
C 3.9297 0.8445 -1.6311
C 3.3575 1.7858 -2.6614
C 3.2206 -0.2361 -1.0849
N 1.8176 -0.4310 -1.4381
C 1.4918 -1.0477 -2.5292
C 2.4721 -1.5055 -3.5546
C 0.0461 -1.3730 -2.6703
C -0.4180 -2.0935 -3.8855
N -0.6916 -1.0389 -1.6625
C -2.0082 -1.6468 -1.5635
C -3.1644 -0.9237 -1.7995
C -3.1458 0.5173 -2.1694
C -4.4454 -1.5953 -1.7219
C -4.5558 -2.9331 -1.3925
C -3.3993 -3.6260 -1.1286
C -2.0925 -2.9961 -1.1963
C -0.9369 -3.8584 -0.8538
H 3.5601 -2.7506 1.2156
H 3.0893 -3.1569 -0.4211
H 2.0361 -2.1543 0.5811
H 5.6016 -1.6191 0.8568
H 6.8666 0.3086 -0.0198
H 5.8182 1.8431 -1.6353
H 4.1333 2.0820 -3.3657
H 2.9853 2.7089 -2.2062
H 2.5525 1.3455 -3.2422
H 3.4897 -1.2708 -3.2606
H 2.2717 -1.0433 -4.5253
H 2.3831 -2.5851 -3.7011
H -0.0402 -1.5945 -4.7799
H -1.5000 -2.1597 -3.9547
H 0.0003 -3.1049 -3.9078
H -2.8213 0.6249 -3.2120
H -2.4321 1.0629 -1.5532
H -4.1321 0.9674 -2.0901
H -5.3301 -1.0091 -1.9422
H -5.5180 -3.4253 -1.3493
H -3.4368 -4.6781 -0.8693
H -1.1164 -4.3422 0.1114
H 0.0181 -3.3383 -0.8169
H -0.8711 -4.6850 -1.5730
N 3.5754 0.8519 3.9573
N 2.9824 1.0609 2.7397
N 3.2062 2.1515 2.0432
C 2.3550 2.0209 1.0443
N 1.6533 0.8868 1.1706
N 2.0748 0.2720 2.2739
H 4.4218 1.4123 4.0275
H 3.7536 -0.1366 4.1127
H 2.2607 2.7268 0.2376

=====

56
Properties=species:S:1:pos:R:3 method="wB97M-V/def2-TZVPD" total_charge=+3 homo_ha=-0.637 max_force_ev_per_a=4.72 total_energy_ev=-42760.97069 de_lowest_kj_mol=55.67 lumo_ev=-11.58
Pd 0.2973 0.1471 0.0476
O -3.3432 -0.6185 -1.7322
C -2.2318 -0.2137 -1.5193
N -1.5079 -0.6714 -0.4320
C -2.0107 -1.8253 0.2875
C -1.1656 -2.0718 1.4633
C -1.5309 -2.9288 2.4870
C -0.6535 -3.1325 3.5381
C 0.5800 -2.4843 3.5376
C 0.8855 -1.6461 2.4922
N 0.0166 -1.4452 1.4802
C -1.5202 0.7881 -2.3271
C -2.0465 1.2238 -3.5227
C -1.3071 2.1265 -4.2753
C -0.0735 2.5437 -3.7968
C 0.3762 2.0607 -2.5800
N -0.3463 1.2017 -1.8596
H -2.0014 -2.7096 -0.3628
H -3.0637 -1.6880 0.5415
H -2.4912 -3.4271 2.4536
H -0.9249 -3.7922 4.3521
H 1.2940 -2.6334 4.3355
H 1.8313 -1.1275 2.4312
H -3.0103 0.8447 -3.8383
H -1.6858 2.4885 -5.2223
H 0.5417 3.2352 -4.3557
H 1.3286 2.3735 -2.1818
N -0.9499 1.2109 1.4893
C -0.3774 2.4642 1.9746
C -0.9546 3.2050 2.9661
C -0.3840 4.4420 3.3380
C 0.7695 4.8766 2.7427
C 1.3940 4.0972 1.7383
C 2.6059 4.4488 1.1043
C 3.1606 3.6000 0.1814
C 2.5032 2.3975 -0.1136
N 1.3702 2.0448 0.4706
C 0.8024 2.8779 1.3742
H -1.7590 1.3868 0.8942
H -1.2663 0.6618 2.2873
H -1.8673 2.8674 3.4456
H -0.8656 5.0365 4.1016
H 1.2342 5.8037 3.0540
H 3.0921 5.3827 1.3611
H 4.0905 3.8391 -0.3155
H 2.9230 1.6991 -0.8244
N 4.6478 -2.2377 -1.0075
C 3.3117 -2.2196 -1.6882
C 2.3940 -1.2823 -0.9084
O 2.7860 -0.7767 0.1367
O 1.2219 -1.0900 -1.3995
H 5.3617 -1.7288 -1.5320
H 5.0013 -3.1817 -0.8415
H 4.4977 -1.7463 -0.1088
H 2.8754 -3.2165 -1.6823
H 3.4018 -1.8982 -2.7226

=====

10
Properties=species:S:1:pos:R:3 method="wB97M-V/def2-TZVPD" total_charge=0 homo_ha=-0.317 smiles="NCC(=S)S" max_force_ev_per_a=2.35 total_energy_ev=-25314.77547 de_lowest_kj_mol=101.36 lumo_ev=-0.13
C -0.8084 0.0447 0.2690
C 0.1193 -0.8518 -0.5661
H -0.8593 2.1101 0.5814
H 0.5966 1.3874 1.1385
H -1.8124 0.1058 -0.2237
H -0.9025 -0.4988 1.2449
H 2.4750 -1.1939 -1.1366
N -0.1911 1.3655 0.4124
S 1.8285 -0.3652 -0.2848
S -0.4457 -2.1037 -1.4350

=====

7
Properties=species:S:1:pos:R:3 method="wB97M-V/def2-TZVPD" total_charge=0 homo_ha=-0.357 smiles="N=O.N" max_force_ev_per_a=4.54 total_energy_ev=-5089.57022 de_lowest_kj_mol=107.78 lumo_ev=-0.34
H -0.4980 2.4872 0.3491
H -0.1764 -1.9924 -0.7799
H -1.1345 -1.8555 0.4477
H 0.3119 -2.3792 0.7814
N 0.1078 1.9224 -0.3466
N -0.4041 -2.4345 0.0305
O 0.4463 0.9155 0.1768

=====

What did the first record say?
7
Properties=species:S:1:pos:R:3 method="wB97M-V/def2-TZVPD" total_charge=+1 homo_ha="-0.478 / -0.620" s_squared=8.78 multiplicity=6 max_force_ev_per_a=8.38 total_energy_ev=-9692.24115 de_lowest_kj_mol=226.76 lumo_ev="-5.46 / -8.72"
C -0.0502 0.2029 0.2385
C 0.9145 -0.6591 0.1144
O -0.4474 1.3644 -0.0654
H 0.6495 -1.6954 -0.1123
H -1.8641 1.0076 -0.2666
Ir 2.8486 -0.0343 0.1565
F -2.0509 -0.1860 -0.0651